Entry 1:
C3H7NO2 | ωB97M-V/def2-TZVPD

Last column: Löwdin charge in e.
Atoms and positions in Å:
N -1.5642 -0.9294 -0.2560  0.13
C -0.2819 -0.3565 -0.4194  -0.66
O 0.0933 -0.5835 -1.7410  0.05
C -0.1000 1.0764 0.1171  -0.05
C 1.0970 0.5024 0.8772  -0.17
O 0.7707 -0.8361 0.4591  -0.06
H -1.8396 -0.9242 0.7189  0.09
H -1.5668 -1.8820 -0.6065  0.09
H 1.0501 -0.7162 -1.7171  0.11
H -0.9234 1.4152 0.7509  0.11
H 0.1009 1.8181 -0.6568  0.11
H 2.0809 0.8148 0.5064  0.11
H 1.0829 0.6011 1.9673  0.11

## Properties
**Max |F|**: 0.38 eV/Å
**Gap between HOMO and LUMO**: 10.75 eV
**HOMO level**: -9.824 eV
**E**: -8808.9513 eV
**SMILES**: N[C@@]1(O)CCO1
**E_LUMO**: 0.926 eV
**Energy relative to the best compared isomer or geometry (same formula, charge and spin)**: 1.5776 eV
**Charge**: 0



Entry 2:
C3H7NO2 | ωB97M-V/def2-TZVPD

Last column: Löwdin charge in e.
Atoms and positions in Å:
C 0.4624 -2.0641 -1.0296  0.07
N 0.4845 -0.9247 -0.3754  -0.33
O 1.5537 -0.5390 0.0989  -0.08
C -0.5952 0.1048 -0.0740  -0.06
C -0.4516 1.5773 0.5448  -0.26
O 0.2296 1.5701 1.7474  -0.06
H 1.4528 -2.5327 -1.0936  0.10
H -0.3213 -2.5883 -1.4356  0.04
H -1.0039 0.2959 -1.1121  0.13
H -1.4157 -0.3351 0.6030  0.14
H -1.4900 2.0346 0.6993  0.14
H 0.0016 2.2264 -0.1446  0.09
H 1.0932 1.1748 1.5715  0.08

## Properties
**Max |F|**: 4.10 eV/Å
**Gap between HOMO and LUMO**: 9.75 eV
**HOMO level**: -8.890 eV
**E**: -8805.7244 eV
**SMILES**: C=[N+]([O-])CCO
**E_LUMO**: 0.860 eV
**Energy relative to the best compared isomer or geometry (same formula, charge and spin)**: 4.8045 eV
**Charge**: 0



Entry 3:
C3H7NO2 | ωB97M-V/def2-TZVPD

Last column: Löwdin charge in e.
Atoms and positions in Å:
H 1.0881 -1.2692 0.4670  0.05
N 0.7909 -1.6855 -0.4297  0.05
C -0.4931 -1.5640 -0.4224  -0.26
O -1.2460 -0.5637 -0.0026  -0.02
C -0.7315 0.7066 0.5090  -0.10
C 0.7751 0.7259 0.7619  -0.32
O 1.4628 0.7472 -0.4350  -0.13
H -1.1188 -2.4132 -0.6944  0.13
H -1.2985 0.8635 1.4270  0.12
H -1.0185 1.4579 -0.2379  0.13
H 1.0119 -0.2134 1.3419  0.11
H 1.0353 1.4875 1.5132  0.13
H 1.2731 -0.3246 -0.7814  0.10

## Properties
**Max |F|**: 3.36 eV/Å
**Gap between HOMO and LUMO**: 10.55 eV
**HOMO level**: -9.723 eV
**E**: -8806.8118 eV
**SMILES**: [H]/N=C\OCCO
**E_LUMO**: 0.827 eV
**Energy relative to the best compared isomer or geometry (same formula, charge and spin)**: 3.7170 eV
**Charge**: 0



Entry 4:
C3H7NO2 | ωB97M-V/def2-TZVPD

Last column: Löwdin charge in e.
Atoms and positions in Å:
C 1.5057 0.2631 0.7960  -0.13
N 0.5213 0.9362 -0.0094  -0.13
C -0.1412 0.1968 -1.0240  -0.14
C -1.1483 -0.8713 -0.4553  -0.51
O -1.4214 -1.9401 -0.9203  0.10
O -1.8093 -0.3066 0.5719  0.09
H 2.5231 0.2974 0.3756  0.07
H 1.3231 -0.8087 0.9483  0.08
H 1.6378 0.8206 1.7254  0.08
H -0.0197 1.6453 0.4389  0.10
H 0.5155 -0.3458 -1.6940  0.12
H -0.8570 0.8307 -1.5682  0.13
H -2.6295 -0.7176 0.8150  0.11

## Properties
**Max |F|**: 2.02 eV/Å
**Gap between HOMO and LUMO**: 9.29 eV
**HOMO level**: -8.596 eV
**E**: -8809.3477 eV
**SMILES**: CNCC(=O)O
**E_LUMO**: 0.695 eV
**Energy relative to the best compared isomer or geometry (same formula, charge and spin)**: 1.1812 eV
**Charge**: 0



Entry 5:
C3H7NO2 | ωB97M-V/def2-TZVPD

Last column: Löwdin charge in e.
Atoms and positions in Å:
C 1.3688 -0.2342 -0.5566  -0.04
N -1.3098 1.2951 -0.8537  0.02
C 0.1518 -0.2600 0.2969  -0.34
C 0.0004 -0.5150 1.5892  0.05
O -0.5515 1.5127 0.1923  -0.21
O -1.2680 -0.4884 -0.5954  -0.08
H -1.0544 -0.8708 -1.4627  0.10
H -2.2940 1.4460 -0.5625  0.09
H 1.8372 -1.2195 -0.5839  0.09
H 1.1225 0.1068 -1.5611  0.08
H 2.0865 0.4782 -0.1481  0.10
H 0.8696 -0.7922 2.1689  0.07
H -0.9592 -0.4589 2.0766  0.07

## Properties
**Max |F|**: 3.43 eV/Å
**Gap between HOMO and LUMO (spin up / spin down)**: 9.18 / 9.18 eV
**HOMO level (spin up / spin down)**: -8.675 / -8.674 eV
**E**: -8803.1027 eV
**E_LUMO (spin up / spin down)**: 0.501 / 0.502 eV
**Energy relative to the best compared isomer or geometry (same formula, charge and spin)**: 7.4262 eV
**Charge**: 0



Entry 6:
C3H7NO2 | ωB97M-V/def2-TZVPD

Last column: Löwdin charge in e.
Atoms and positions in Å:
C 1.2531 -1.1417 0.5913  -0.03
C 0.6547 -0.1956 -0.4687  -0.35
N 1.1910 1.1813 -0.3481  0.03
C -0.8053 -0.0460 -0.1070  -0.53
O -1.6321 -0.7422 -0.6300  0.11
O -1.1293 0.8349 0.8772  0.11
H 1.0898 -0.6797 1.5890  0.10
H 0.6820 -2.0406 0.6155  0.08
H 2.2244 -1.4684 0.4061  0.05
H 0.7355 -0.6465 -1.4924  0.16
H 2.1093 1.1260 -0.7603  0.08
H 0.5808 1.7144 -1.0088  0.11
H -0.2824 1.2836 1.0156  0.08

## Properties
**Max |F|**: 2.37 eV/Å
**Gap between HOMO and LUMO**: 10.96 eV
**HOMO level**: -10.250 eV
**E**: -8809.6875 eV
**SMILES**: C[C@H](N)C(=O)O
**E_LUMO**: 0.708 eV
**Energy relative to the best compared isomer or geometry (same formula, charge and spin)**: 0.8413 eV
**Charge**: 0